[1]
{"formula": "C3H5N2OS", "method": "the ωB97M-V functional and the def2-TZVPD basis", "symbols": ["C", "C", "C", "N", "N", "O", "S", "H", "H", "H", "H", "H"], "positions_angstrom": [[0.2788, 0.3639, 2.3405], [0.6669, 0.6501, -0.1933], [0.1241, -0.4142, -1.1899], [0.2215, 0.2359, 1.1110], [-1.1398, -0.7304, -0.7608], [-2.1021, -0.9646, -1.4966], [0.3601, 0.5246, 3.8779], [1.7179, 0.5084, -0.2171], [0.2904, 1.6239, -0.3713], [0.0881, 0.1396, -2.0928], [0.7257, -1.3073, -1.3554], [-1.2316, -0.6299, 0.3478]], "atomic_forces_ev_per_a": [[0.258, 0.235, -2.166], [-0.486, -2.335, 1.085], [2.709, 1.689, -0.819], [-0.565, -0.321, 2.488], [-2.925, -0.590, 2.451], [-0.009, -0.086, 0.115], [-0.125, -0.168, -0.384], [1.197, 0.551, -0.130], [-0.073, 0.942, -0.543], [-0.239, 0.123, -1.360], [0.262, 0.000, 0.364], [-0.005, -0.039, -1.099]], "nbo_charge": [0.204, -0.205, -0.272, -0.482, -0.071, 0.023, 0.364, 0.262, 0.243, 0.256, 0.258, 0.420], "multiplicity": 3, "e_lumo_ev": [-3.980, -9.223], "e_homo_ev": [-14.452, -14.223], "total_charge": 1, "e_tot_ha": -699.785511, "de_lowest_kcal_mol": 56.3, "max_force_ev_per_a": 3.86, "gap_ev": [10.5, 5.0]}

=====

[2]
{"formula": "C3H5N3", "method": "the ωB97M-V functional and the def2-TZVPD basis", "symbols": ["N", "C", "N", "N", "C", "C", "H", "H", "H", "H", "H"], "positions_angstrom": [[1.8901, 0.7821, -0.6347], [0.6297, 0.3173, -0.2864], [-0.1253, 0.9917, 0.5745], [-1.2503, 0.3057, 0.7438], [-1.0947, -0.9950, 0.1274], [0.0812, -0.9247, -0.7532], [2.2122, 0.3952, -1.5097], [2.0152, 1.7819, -0.5645], [-1.7240, 0.4683, 1.6220], [-2.0272, -1.4630, -0.1953], [-0.6069, -1.6597, 0.8762]], "atomic_forces_ev_per_a": [[-0.009, 0.177, -0.120], [0.032, -0.150, -0.037], [-0.021, -0.253, -0.216], [0.102, 0.021, 0.266], [-0.070, -0.005, -0.177], [-0.147, 0.178, 0.416], [-0.012, 0.062, 0.094], [-0.015, -0.094, -0.040], [0.007, 0.017, -0.111], [0.205, 0.102, -0.041], [-0.071, -0.056, -0.035]], "nbo_charge": [-0.809, 0.138, -0.172, -0.357, -0.411, -0.090, 0.391, 0.381, 0.390, 0.248, 0.292], "e_lumo_ev": -0.256, "e_homo_ev": -8.399, "e_tot_ha": -281.450378, "de_lowest_kcal_mol": 87.6, "max_force_ev_per_a": 0.48, "gap_ev": 8.1}